Density functional theory data (ωB97M-V/def2-TZVPD) for 2 unconnected molecules or ions with the total composition C5H16N2O2 in a non-equilibrium geometry.

Bonds (Å) are listed after each position.
Atoms and positions in Å:
1 C 1.029 1.794 0.735  C2 1.555, H9 1.100, H10 1.200, H11 1.108
2 C -0.153 0.821 1.009  C1 1.555, C3 1.580, N5 1.507, H12 1.173
3 C -1.517 1.487 0.572  C2 1.580, O4 1.428, H13 1.123, H14 1.134
4 O -1.690 2.864 0.909  C3 1.428, H15 1.083
5 N -0.155 -0.574 0.438  C2 1.507, C6 1.428, H16 0.994
6 C 0.574 -0.724 -0.781  N5 1.428, C7 1.493, H17 1.137, H18 1.104
7 C -0.278 -0.906 -1.994  C6 1.493, N8 1.495, H19 1.033, H20 1.193
8 N -1.085 -2.145 -2.209  C7 1.495, H21 0.930, H22 1.105
9 H 1.195 2.435 1.613  C1 1.100
10 H 0.855 2.556 -0.176  C1 1.200
11 H 1.968 1.305 0.409  C1 1.108
12 H -0.111 0.742 2.179  C2 1.173
13 H -1.570 1.710 -0.528  C3 1.123
14 H -2.392 0.849 0.908  C3 1.134
15 H -1.486 2.877 1.972  O4 1.083
16 H -1.009 -1.065 0.563  N5 0.994
17 H 1.583 -1.246 -0.753  C6 1.137
18 H 1.130 0.210 -0.973  C6 1.104
19 H -1.018 -0.186 -1.969  C7 1.033
20 H 0.380 -0.900 -2.989  C7 1.193
21 H -0.443 -2.700 -2.588  N8 0.930
22 H -1.115 -2.481 -1.156  N8 1.105
23 O 1.709 -2.602 1.845  H24 0.949, H25 0.988
24 H 1.097 -2.040 1.386  O23 0.949
25 H 2.504 -2.080 1.578  O23 0.988

Its total energy is -459.9755 Ha. The value obtained for the energy above the lowest of the compared OMol25 structures with the same formula, charge and spin is 3.8374 eV. Its LUMO energy is 0.625 eV. The SMILES is C[C@@H](CO)NCCN.O. As for the spin multiplicity: 1. The calculation puts the frontier orbital gap at 9.77 eV.